ORCA calculation (ωB97M-V/def2-TZVPD) on CHCl3F2V2 as an isolated structure in a non-equilibrium geometry.

Geometry as ORCA input:
```
! RIJCOSX wB97M-V def2-TZVPD def2/J DEFGRID3
* xyz 2 7
V 0.564 1.385 2.892
V 0.056 3.176 0.389
F -0.922 1.376 1.217
F 1.784 1.917 1.203
C -0.297 -1.495 -1.026
Cl 1.309 -2.195 -1.202
Cl -1.441 -2.801 -0.691
Cl -0.778 -0.619 -2.534
H -0.274 -0.745 -0.248
*
```

⟨S²⟩ = 12.007
LUMO energy (spin up / spin down) = -11.94 / -11.65 eV
Max |F| = 3.38 eV Å⁻¹
DFT total energy = -3506.22136 Ha
Frontier orbital gap (spin up / spin down) = 0.1440 / 0.1544 Eh